Entry 1:
103
Properties=species:S:1:pos:R:3:lowdin_charge:R:1 method="wB97M-V/def2-TZVPD" largest_force_ev_per_a=3.4 spin_multiplicity=1 smiles="CCOC(=O)CCCC1=C(CCCSC(=S)n2ccnc2)C(=O)c2c(C(F)(F)C(F)(F)C(F)(F)F)cc(Cl)c([PH2]=S)c2C1=O.O=C1C=CC(=O)C=C1.O=C1C=CC(=O)C=C1.O=C1C=CC(=O)C=C1" gap_ev=7.03 homo_energy_ev=-8.9
C 3.925 -2.534 3.960 -0.06
C 3.818 -1.107 4.421 -0.22
O 4.126 -0.149 3.376 -0.03
C 4.059 1.123 3.880 -0.48
O 4.828 1.468 4.753 0.13
C 2.993 2.054 3.368 -0.07
C 1.667 1.524 3.926 -0.14
C 0.374 2.202 3.373 -0.10
C -0.576 1.119 2.995 -0.09
C -0.706 0.587 1.792 -0.09
C 0.016 1.034 0.566 -0.08
C -1.063 1.805 -0.267 -0.20
C -1.055 3.324 -0.036 -0.43
S -0.759 4.349 -1.506 0.90
C 1.009 4.253 -1.688 -1.06
S 2.054 5.243 -0.974 0.74
N 1.463 3.229 -2.515 -0.13
C 2.733 2.722 -2.651 -0.09
C 2.612 1.773 -3.525 -0.14
N 1.328 1.631 -3.990 0.11
C 0.684 2.513 -3.347 -0.22
C -1.664 -0.531 1.611 -0.21
O -2.090 -0.774 0.500 0.12
C -2.041 -1.320 2.818 -0.03
C -2.476 -2.584 2.709 -0.04
C -2.582 -3.322 1.389 -0.39
F -1.467 -3.158 0.673 0.16
F -2.637 -4.634 1.668 0.13
C -3.883 -3.005 0.582 -0.37
F -4.813 -3.858 1.038 0.16
F -4.363 -1.793 0.790 0.17
C -3.756 -3.324 -0.919 -0.61
F -4.936 -3.206 -1.501 0.19
F -3.376 -4.572 -1.051 0.21
F -2.925 -2.515 -1.537 0.20
C -2.840 -3.250 3.796 -0.03
C -2.745 -2.680 4.984 -0.63
Cl -3.191 -3.632 6.350 0.75
C -2.299 -1.422 5.150 -0.34
P -2.165 -0.769 6.852 0.41
S -0.486 -1.423 7.618 0.10
C -1.949 -0.756 4.030 -0.08
C -1.423 0.638 4.118 -0.25
O -1.661 1.394 5.038 0.08
H 3.051 -2.877 3.422 0.08
H 3.985 -3.146 4.854 0.08
H 4.816 -2.753 3.379 0.05
H 4.487 -0.977 5.258 0.12
H 2.790 -0.928 4.722 0.11
H 3.154 3.060 3.720 0.13
H 2.949 1.984 2.286 0.12
H 1.645 1.532 5.008 0.13
H 1.633 0.476 3.647 0.10
H -0.009 2.815 4.176 0.12
H 0.605 2.855 2.548 0.10
H 0.813 1.718 0.799 0.10
H 0.362 0.200 -0.029 0.13
H -2.053 1.471 -0.002 0.08
H -0.952 1.566 -1.315 0.10
H -0.384 3.621 0.760 0.06
H -2.043 3.630 0.265 0.06
H 3.594 3.050 -2.123 0.10
H 3.432 1.172 -3.847 0.11
H -0.363 2.650 -3.480 0.11
H -3.218 -4.251 3.769 0.14
H -3.219 -1.322 7.590 -0.04
H -2.236 0.622 6.882 -0.01
C -4.752 1.841 -1.353 0.03
C -5.874 1.166 -1.124 0.03
C -7.147 1.869 -0.818 -0.38
O -8.169 1.256 -0.608 0.12
C -7.116 3.354 -0.780 0.03
C -5.993 4.029 -1.008 0.03
C -4.723 3.325 -1.313 -0.37
O -3.697 3.939 -1.522 0.05
H -3.814 1.347 -1.577 0.12
H -5.916 0.084 -1.149 0.12
H -8.053 3.848 -0.556 0.12
H -5.950 5.110 -0.984 0.12
C 0.685 -0.009 -7.091 0.02
C 0.244 -1.258 -7.222 0.02
C 0.114 -1.896 -8.554 -0.39
O -0.290 -3.033 -8.674 0.10
C 0.497 -1.088 -9.740 0.02
C 0.939 0.159 -9.613 0.02
C 1.069 0.798 -8.278 -0.38
O 1.473 1.935 -8.164 0.11
H 0.786 0.473 -6.125 0.09
H -0.040 -1.863 -6.370 0.12
H 0.396 -1.572 -10.704 0.12
H 1.223 0.764 -10.465 0.12
C 4.930 -1.686 -0.009 0.03
C 5.148 -1.116 -1.189 0.02
C 6.029 -1.754 -2.202 -0.38
O 6.231 -1.235 -3.277 0.11
C 6.654 -3.053 -1.846 0.02
C 6.436 -3.622 -0.665 0.02
C 5.556 -2.981 0.344 -0.37
O 5.351 -3.489 1.424 0.10
H 4.295 -1.238 0.746 0.11
H 4.700 -0.169 -1.463 0.11
H 7.292 -3.501 -2.597 0.12
H 6.884 -4.567 -0.384 0.12

***

Entry 2:
147
Properties=species:S:1:pos:R:3:lowdin_charge:R:1 method="wB97M-V/def2-TZVPD" largest_force_ev_per_a=5.7 spin_multiplicity=1 gap_ev=8.22 homo_energy_ev=-16.9 charge=+5
C -5.446 2.037 -3.738 -0.07
C -4.608 0.787 -3.847 -0.17
N -3.497 0.956 -4.784 -0.06
C -3.393 1.788 -5.900 0.02
C -2.154 1.531 -6.491 0.03
N -1.460 0.584 -5.675 -0.07
C -2.324 0.276 -4.644 0.03
C -0.054 0.204 -5.869 0.02
H -4.868 2.960 -3.720 0.08
H -6.136 1.966 -2.897 0.09
H -6.145 2.243 -4.549 0.09
H -5.082 -0.162 -4.098 0.14
H -4.179 0.503 -2.886 0.12
H -4.145 2.551 -6.034 0.13
H -1.745 1.933 -7.406 0.14
H -2.104 -0.354 -3.794 0.17
H 0.517 1.023 -6.307 0.11
H -0.063 -0.680 -6.507 0.10
H 0.373 -0.244 -4.972 0.10
C 5.716 -5.267 -5.416 -0.02
C 4.534 -4.262 -5.327 -0.18
N 3.239 -4.766 -5.190 -0.08
C 2.556 -5.603 -6.051 0.03
C 1.300 -5.888 -5.521 0.03
N 1.193 -5.133 -4.369 -0.11
C 2.359 -4.373 -4.221 0.06
C 0.073 -5.040 -3.486 -0.02
H 5.892 -5.673 -4.420 0.08
H 6.694 -4.875 -5.694 0.09
H 5.433 -6.137 -6.009 0.08
H 4.360 -3.713 -6.253 0.14
H 4.669 -3.521 -4.539 0.14
H 3.049 -5.771 -6.997 0.15
H 0.433 -6.456 -5.827 0.14
H 2.598 -3.669 -3.437 0.17
H -0.094 -5.892 -2.827 0.10
H -0.874 -5.071 -4.024 0.10
H 0.183 -4.121 -2.911 0.10
C 0.111 -3.673 7.468 -0.04
C -0.420 -3.161 6.097 -0.16
N -0.780 -4.284 5.251 -0.08
C -2.016 -4.818 5.165 -0.02
C -2.030 -5.843 4.235 0.02
N -0.709 -6.076 3.905 -0.09
C 0.070 -5.045 4.465 0.09
C -0.142 -7.127 3.112 0.00
H -0.156 -2.991 8.276 0.08
H 1.191 -3.817 7.458 0.08
H -0.457 -4.524 7.844 0.09
H 0.369 -2.589 5.609 0.13
H -1.232 -2.438 6.171 0.12
H -2.690 -4.228 5.769 0.14
H -2.888 -6.366 3.839 0.14
H 1.139 -4.936 4.358 0.17
H -0.826 -7.968 3.227 0.11
H 0.799 -7.487 3.527 0.11
H 0.023 -7.005 2.041 0.11
C 2.243 4.984 -7.122 -0.06
C 1.702 6.063 -6.172 -0.14
N 1.072 5.395 -5.031 -0.04
C 1.641 4.457 -4.195 0.01
C 0.802 4.224 -3.136 -0.02
N -0.318 4.978 -3.295 -0.10
C -0.168 5.715 -4.494 0.08
C -1.460 4.980 -2.426 -0.01
H 2.503 5.382 -8.103 0.10
H 1.494 4.238 -7.390 0.07
H 3.044 4.348 -6.747 0.08
H 0.941 6.582 -6.755 0.13
H 2.495 6.726 -5.826 0.14
H 2.605 3.985 -4.316 0.15
H 0.922 3.457 -2.386 0.15
H -0.887 6.485 -4.733 0.16
H -2.331 5.472 -2.859 0.10
H -1.242 5.743 -1.679 0.10
H -1.719 4.035 -1.947 0.10
C 9.738 0.307 4.783 -0.05
C 9.778 0.816 3.293 -0.17
N 8.595 0.589 2.564 -0.05
C 8.210 -0.520 1.840 0.01
C 6.929 -0.345 1.410 0.03
N 6.456 0.873 1.962 -0.09
C 7.479 1.399 2.644 0.02
C 5.165 1.433 1.647 0.01
H 10.702 0.301 5.292 0.09
H 9.299 -0.686 4.880 0.08
H 9.121 0.948 5.412 0.07
H 10.583 0.258 2.813 0.14
H 10.027 1.875 3.354 0.14
H 8.943 -1.244 1.517 0.15
H 6.331 -0.901 0.703 0.14
H 7.366 2.297 3.234 0.17
H 4.801 0.857 0.796 0.11
H 5.325 2.464 1.332 0.11
H 4.449 1.330 2.462 0.10
C -7.724 -2.227 4.078 0.02
N -8.472 -1.801 2.821 -0.34
C -9.913 -2.322 2.937 0.03
C -8.396 -0.277 2.688 0.03
C -7.930 -2.470 1.557 -0.10
C -6.573 -1.941 1.146 -0.24
O -5.536 -2.223 2.076 -0.05
H -8.314 -1.882 4.927 0.11
H -6.877 -1.541 4.062 0.09
H -7.394 -3.266 4.067 0.12
H -10.509 -1.992 2.086 0.12
H -10.344 -1.893 3.842 0.11
H -9.856 -3.385 3.174 0.12
H -7.371 0.091 2.634 0.10
H -8.877 0.177 3.554 0.12
H -8.988 -0.035 1.805 0.12
H -8.621 -2.390 0.717 0.15
H -7.862 -3.528 1.812 0.14
H -6.601 -0.866 0.968 0.11
H -6.337 -2.434 0.203 0.13
H -4.740 -1.817 1.723 0.10
C -1.490 4.025 3.465 -0.02
N -0.887 4.570 4.668 -0.37
C -1.933 5.065 5.618 0.01
C -0.046 3.478 5.395 0.06
C -0.044 5.845 4.357 -0.06
C 1.183 5.623 3.445 -0.20
O 0.747 5.456 2.101 -0.07
H -0.719 3.744 2.748 0.11
H -2.189 4.701 2.972 0.12
H -2.122 3.191 3.770 0.11
H -2.585 5.751 5.077 0.12
H -1.466 5.565 6.466 0.12
H -2.490 4.169 5.894 0.11
H 0.402 3.865 6.310 0.12
H 0.748 3.155 4.722 0.10
H -0.746 2.644 5.453 0.11
H 0.382 6.067 5.336 0.13
H -0.703 6.626 3.979 0.15
H 1.740 4.688 3.485 0.12
H 1.859 6.432 3.722 0.14
H 0.748 6.303 1.650 0.10
B 5.709 0.495 -3.742 -1.41
F 5.320 0.619 -5.031 0.13
F 4.716 -0.242 -3.113 0.08
F 6.896 -0.171 -3.686 0.13
F 5.893 1.746 -3.109 0.06
B -0.114 -0.984 0.088 -1.42
F 0.490 -0.831 -1.136 0.12
F 0.043 0.104 0.911 0.10
F -1.423 -1.308 -0.039 0.13
F 0.525 -1.962 0.847 0.08

***

Entry 3:
73
Properties=species:S:1:pos:R:3:lowdin_charge:R:1 method="wB97M-V/def2-TZVPD" relative_energy_kcal_mol=58.7 largest_force_ev_per_a=2.5 spin_multiplicity=2 gap_ev="6.08 / 6.13" s2=0.76 homo_energy_ev="-14.2 / -14.2" charge=+2
Ir -0.586 -1.288 -1.179 1.45
O 1.569 -1.895 -1.647 -0.19
C 2.210 -2.908 -1.318 -0.11
C 1.675 -4.109 -0.809 -0.12
C 2.536 -5.176 -0.497 0.08
C 1.998 -6.351 -0.073 -0.11
C 0.622 -6.495 0.106 0.07
C -0.226 -5.450 -0.188 0.04
C 0.287 -4.247 -0.678 -0.27
O -0.591 -3.311 -1.043 -0.24
N 2.891 -7.496 0.196 -0.35
O 2.363 -8.534 0.521 0.12
O 4.080 -7.306 0.063 0.11
H 3.298 -2.866 -1.450 0.16
H 3.611 -5.086 -0.594 0.14
H 0.239 -7.436 0.479 0.14
H -1.292 -5.514 -0.028 0.12
F -2.422 -0.769 3.388 0.18
C -3.188 -1.610 2.723 -0.67
F -4.325 -1.041 2.380 0.17
F -3.423 -2.682 3.439 0.20
S -2.281 -2.205 1.158 0.71
O -0.920 -1.574 1.083 -0.44
O -2.347 -3.618 1.175 -0.21
N -3.076 -1.562 -0.089 -0.33
S -3.032 0.014 -0.180 0.68
O -2.765 0.694 1.050 -0.25
O -2.107 0.371 -1.310 -0.37
C -4.741 0.399 -0.788 -0.68
F -4.866 -0.243 -1.954 0.15
F -4.837 1.694 -0.974 0.21
F -5.626 -0.038 0.066 0.22
C -0.708 -0.124 -6.357 0.03
O -0.197 0.137 -5.025 0.07
C -0.626 -0.513 -3.997 -0.50
O -0.058 -0.309 -2.896 -0.09
N -1.630 -1.388 -4.105 0.09
N -1.995 -2.032 -2.932 0.03
H -0.039 0.406 -7.023 0.12
H -1.716 0.276 -6.460 0.11
H -0.671 -1.190 -6.580 0.11
H -2.198 -1.478 -4.935 0.17
H -1.914 -3.044 -3.010 0.14
H -2.936 -1.790 -2.625 0.10
C 3.664 4.192 1.401 -0.08
C 3.115 4.524 0.017 -0.22
C 1.665 4.102 -0.169 -0.13
N 1.561 2.625 -0.173 0.06
C 0.627 1.804 0.252 -0.60
S 1.045 0.111 -0.139 0.87
N -0.453 2.121 0.939 0.14
C -0.856 3.368 1.618 -0.36
O -1.885 3.867 1.281 0.18
C 0.012 3.802 2.728 -0.18
C 0.845 2.909 3.400 -0.03
C 1.589 3.349 4.481 -0.06
C 1.523 4.678 4.875 -0.04
C 0.699 5.573 4.198 -0.04
C -0.072 5.133 3.138 -0.01
H 4.706 4.498 1.479 0.08
H 3.616 3.121 1.608 0.07
H 3.101 4.714 2.175 0.07
H 3.727 4.042 -0.754 0.11
H 3.171 5.598 -0.156 0.12
H 1.291 4.454 -1.132 0.14
H 1.050 4.525 0.613 0.10
H 2.310 2.171 -0.681 0.13
H -1.213 1.448 0.951 0.07
H 0.884 1.866 3.111 0.12
H 2.224 2.656 5.017 0.12
H 2.114 5.021 5.714 0.12
H 0.648 6.609 4.505 0.12
H -0.746 5.804 2.622 0.13

***

Entry 4:
52
Properties=species:S:1:pos:R:3:lowdin_charge:R:1 method="wB97M-V/def2-TZVPD" relative_energy_kcal_mol=18.4 largest_force_ev_per_a=1.4 spin_multiplicity=1 smiles="COCCCn1c(SCC(=O)N2CCCC[C@H]2C)nnc1-c1ccco1" gap_ev=8.55 homo_energy_ev=-8.0
C -1.866 -3.958 1.029 -0.11
O -1.516 -2.870 0.209 -0.19
C -2.154 -1.660 0.530 -0.23
C -1.642 -1.019 1.827 -0.14
H -1.941 -1.620 2.687 0.12
H -0.552 -0.987 1.796 0.09
C -2.190 0.396 2.026 -0.14
N -1.809 1.271 0.950 0.00
C -0.573 1.816 0.758 -0.62
N -0.540 2.511 -0.352 0.00
N -1.749 2.436 -0.914 0.09
C -2.518 1.696 -0.151 -0.24
C -3.886 1.413 -0.467 -0.21
C -4.613 1.852 -1.546 0.00
C -5.901 1.295 -1.402 -0.05
C -5.870 0.561 -0.256 -0.11
O -4.656 0.624 0.320 0.02
H -6.614 -0.028 0.242 0.12
H -6.735 1.422 -2.061 0.10
H -4.249 2.489 -2.324 0.11
S 0.743 1.582 1.864 1.02
C 2.011 2.639 1.082 -0.32
H 2.282 3.395 1.819 0.09
H 1.547 3.101 0.214 0.07
C 3.270 1.836 0.774 -0.52
O 4.261 2.005 1.462 0.05
N 3.236 0.964 -0.252 -0.03
C 2.111 0.686 -1.117 -0.14
H 1.314 1.413 -0.975 0.08
C 1.603 -0.735 -0.870 -0.17
C 2.731 -1.728 -1.128 -0.19
C 3.937 -1.374 -0.262 -0.14
H 4.776 -2.033 -0.490 0.11
C 4.383 0.083 -0.447 -0.32
C 5.072 0.335 -1.787 -0.03
H 5.285 1.395 -1.898 0.09
H 4.467 0.009 -2.628 0.06
H 6.013 -0.209 -1.814 0.08
H 5.091 0.340 0.349 0.14
H 3.671 -1.519 0.788 0.12
H 3.005 -1.703 -2.184 0.11
H 2.396 -2.740 -0.897 0.11
H 0.751 -0.941 -1.520 0.12
H 1.270 -0.826 0.166 0.09
H 2.447 0.773 -2.156 0.13
H -1.787 0.811 2.956 0.12
H -3.279 0.378 2.081 0.12
H -1.938 -1.003 -0.318 0.13
H -3.244 -1.805 0.593 0.13
H -1.469 -3.853 2.044 0.08
H -1.428 -4.840 0.566 0.09
H -2.955 -4.079 1.082 0.09

***

Entry 5:
66
Properties=species:S:1:pos:R:3:lowdin_charge:R:1 method="wB97M-V/def2-TZVPD" relative_energy_kcal_mol=12.0 largest_force_ev_per_a=3.1 spin_multiplicity=1 gap_ev=7.52 homo_energy_ev=-11.4 charge=+1
Zn 0.918 1.507 0.121 0.65
N 4.724 2.011 -1.369 0.08
C 3.824 1.101 -1.026 -0.12
N 2.632 1.679 -0.987 0.06
C 2.862 3.001 -1.242 -0.28
N 4.145 3.223 -1.547 0.18
C 1.839 3.986 -0.954 -0.14
C 1.816 5.363 -1.348 -0.01
N 0.894 6.174 -0.886 0.12
C 0.050 5.717 -0.001 -0.06
C 0.032 4.355 0.357 -0.06
N 0.825 3.498 -0.210 0.03
H 5.703 1.763 -1.502 0.19
H 4.037 0.052 -0.713 0.17
H 2.606 5.693 -2.008 0.13
H -0.721 6.401 0.268 0.12
H -0.747 3.997 1.089 0.13
C -3.155 2.627 -1.506 -0.20
C -1.835 1.907 -1.657 -0.35
Ge -1.616 0.818 0.019 0.89
C -2.169 1.617 1.748 -0.34
C -2.167 0.630 2.889 -0.16
C -2.377 -0.932 -0.293 -0.25
C -1.555 -1.996 -0.357 -0.34
Ge 0.254 -1.254 -0.058 0.95
C 1.452 -1.708 -1.566 -0.33
C 2.293 -2.925 -1.087 -0.17
C 1.020 -1.670 1.677 -0.35
C 0.391 -2.970 2.206 -0.15
C -1.909 -3.399 -0.598 -0.24
C -3.097 -3.861 -0.066 -0.05
C -3.625 -5.129 -0.250 -0.04
C -2.794 -6.027 -0.922 -0.07
C -1.547 -5.652 -1.407 -0.07
C -1.087 -4.335 -1.291 -0.03
H -3.400 3.282 -2.351 0.08
H -3.226 3.243 -0.624 0.05
H -4.005 1.938 -1.439 0.08
H -0.975 2.535 -1.778 0.01
H -2.010 1.189 -2.528 0.10
H -3.225 1.973 1.512 0.09
H -1.607 2.504 1.989 0.03
H -2.292 -0.420 2.576 0.07
H -2.817 0.779 3.685 0.05
H -1.196 0.581 3.410 0.08
H -3.501 -1.017 -0.447 0.10
H 2.008 -0.841 -1.925 0.02
H 0.734 -2.012 -2.391 0.08
H 3.101 -2.743 -0.413 0.05
H 2.817 -3.447 -1.929 0.10
H 1.674 -3.627 -0.574 0.03
H 0.796 -0.870 2.332 0.03
H 2.126 -1.730 1.551 0.08
H -0.679 -2.938 2.331 0.06
H 0.838 -3.245 3.182 0.09
H 0.530 -3.867 1.513 0.09
H -3.699 -3.089 0.389 0.10
H -4.611 -5.345 0.020 0.10
H -3.092 -7.043 -1.094 0.10
H -0.882 -6.340 -1.969 0.12
H -0.059 -4.147 -1.656 0.09
F 3.205 1.923 3.553 0.22
B 3.043 1.912 2.231 -1.23
F 1.516 1.605 2.020 -0.07
F 3.249 3.132 1.671 0.19
F 3.721 0.861 1.631 0.14

***

Entry 6:
17
Properties=species:S:1:pos:R:3:lowdin_charge:R:1 method="wB97M-V/def2-TZVPD" relative_energy_kcal_mol=108.6 largest_force_ev_per_a=1.5 spin_multiplicity=1 smiles=C1C[C@H]2[C@@H]1[C@H]1C[C@@H]21 gap_ev=9.19 homo_energy_ev=-8.1
C 1.441 0.133 1.320 0.00
C 1.360 0.653 -0.016 -0.29
C 1.071 -0.810 -0.237 -0.05
C -0.180 -0.513 -1.107 -0.25
C -1.547 -0.788 -0.489 -0.13
C -1.320 0.486 0.371 -0.12
C -0.084 0.891 -0.503 -0.21
H 2.435 0.251 1.790 0.10
H 0.668 0.076 2.060 0.06
H 2.193 1.200 -0.448 0.13
H 1.459 -1.790 -0.056 0.09
H -0.060 -0.642 -2.200 0.14
H -1.626 -1.757 0.012 0.10
H -2.396 -0.688 -1.175 0.10
H -2.133 1.209 0.320 0.10
H -1.112 0.275 1.421 0.09
H -0.169 1.814 -1.064 0.13

***

Entry 7:
14
Properties=species:S:1:pos:R:3:lowdin_charge:R:1 method="wB97M-V/def2-TZVPD" relative_energy_kcal_mol=72.3 largest_force_ev_per_a=0.8 spin_multiplicity=1 smiles=C[C@]12CC[C@H]1O2 gap_ev=10.32 homo_energy_ev=-9.2
C -1.824 0.417 0.216 -0.01
C -0.387 0.370 -0.203 -0.42
C 0.416 -0.447 0.811 -0.14
C 1.568 -0.518 -0.187 -0.10
C 0.892 0.654 -0.939 -0.17
O -0.187 -0.006 -1.580 -0.01
H -1.922 0.732 1.259 0.09
H -2.030 -0.668 0.205 0.10
H -2.549 0.895 -0.435 0.08
H 0.652 0.274 1.609 0.13
H -0.031 -1.342 1.261 0.11
H 2.580 -0.456 0.201 0.10
H 1.433 -1.407 -0.813 0.12
H 1.390 1.502 -1.406 0.14